Entry 1:
Density functional theory data (wB97M-V/def2-TZVPD) for 3 unconnected molecules or ions with the total composition C11H30O5Si in a non-equilibrium geometry.

Summary:
- Relative energy (zero: lowest compared OMol25 entry of this formula, charge and spin): 0.4747 eV
- Calculated total energy: -1102.62749 Eh
- Lowest unoccupied orbital energy: 0.7 eV
- Strongest force on any atom: 1.89 eV/A
- SMILES string: COCCC[SiH2]COO.CC(C)O.CC(C)O
- Kohn-Sham gap: 9.683 eV

Geometry (Å):
C: 3.8416 0.0231 0.8052
O: 3.9517 1.1904 -0.0119
C: 3.5178 2.3699 0.6659
C: 2.1275 2.2424 1.3922
C: 0.9840 1.5836 0.5128
Si: -0.4474 2.8118 0.1411
C: -2.0886 1.8209 0.3732
O: -1.9898 0.8243 1.4033
O: -3.2197 0.7449 2.0920
H: 4.7103 -0.6666 0.6052
H: 3.8364 0.2181 1.9034
H: 2.9321 -0.5373 0.4499
H: 4.3283 2.6911 1.3858
H: 3.4343 3.1961 -0.0917
H: 2.2940 1.6351 2.3211
H: 1.7746 3.2586 1.7130
H: 1.3565 1.1608 -0.4602
H: 0.6057 0.6943 1.0924
H: -0.3021 3.2555 -1.2505
H: -0.3088 3.9030 1.1246
H: -2.2736 1.2731 -0.5988
H: -2.9728 2.4706 0.5879
H: -3.0269 0.1842 2.8570
C: -2.7825 -0.1138 -4.0279
C: -3.9322 0.5885 -3.3221
C: -5.2541 0.3324 -4.0289
O: -3.6786 1.9920 -3.2775
H: -2.6727 0.2540 -5.0526
H: -1.8387 0.0865 -3.5159
H: -2.9394 -1.1941 -4.0608
H: -3.9954 0.2407 -2.2884
H: -5.2274 0.7152 -5.0537
H: -6.0683 0.8501 -3.5176
H: -5.4848 -0.7346 -4.0618
H: -3.6206 2.3122 -4.1840
C: 1.3583 -4.3862 1.6275
C: 2.0671 -3.0671 1.8927
C: 3.0975 -3.2046 3.0028
O: 1.1082 -2.0742 2.2543
H: 0.8225 -4.7257 2.5192
H: 0.6151 -4.2692 0.8360
H: 2.0661 -5.1628 1.3299
H: 2.5565 -2.7241 0.9790
H: 2.6205 -3.5039 3.9410
H: 3.5905 -2.2477 3.1886
H: 3.8581 -3.9453 2.7470
H: 0.6696 -2.3663 3.0604

---

Entry 2:
Density functional theory data (wB97M-V/def2-TZVPD) for a molecular structure, C11H31BCoLiNO4 in a non-equilibrium geometry.

Summary:
- Calculated total energy: -2207.89805 Eh
- Lowest unoccupied orbital energy (alpha / beta): -7.4 / -8.1 eV
- Multiplicity: 4
- Strongest force on any atom: 2.87 eV/A
- Charge: +2
- Kohn-Sham gap (alpha / beta): 7.984 / 7.294 eV

Geometry (Å):
Co: -0.8876 -1.7156 1.8516
Li: -1.0065 1.2214 3.8885
C: 2.3366 0.2408 -2.7035
O: 1.3102 -0.4522 -3.3280
C: 1.2942 -1.8569 -3.1453
C: -0.0567 -2.2670 -3.7334
N: -1.2202 -1.8917 -2.8487
H: -2.1428 -2.3249 -2.9879
H: -0.9998 -2.2544 -1.8964
C: -1.5193 -0.4327 -2.6088
C: -2.9602 -0.2811 -2.1509
O: -3.8168 -1.1756 -2.8370
C: -4.1616 -0.8012 -4.1541
H: 2.2117 0.3284 -1.6129
H: 2.4213 1.2562 -3.0893
H: 3.3473 -0.1742 -2.7989
H: 1.4209 -2.0501 -2.0760
H: 2.0626 -2.3464 -3.7482
H: -0.1165 -3.3542 -3.8006
H: -0.2321 -1.8603 -4.7254
H: -1.3595 0.0780 -3.5602
H: -0.7580 -0.0149 -1.9554
H: -3.4071 0.7126 -2.1763
H: -2.9133 -0.5699 -1.0961
H: -3.3225 -0.8872 -4.8519
H: -4.5454 0.2214 -4.2188
H: -4.9725 -1.4690 -4.4375
C: 0.2404 1.0534 1.1098
O: -0.7183 0.2881 1.8475
H: -0.1646 1.1152 0.0974
H: 0.3576 2.0602 1.5076
H: 1.2187 0.5714 1.0706
B: -0.6718 -2.8230 0.0778
H: 0.1832 -2.9137 0.8369
H: -0.4471 -3.4355 -0.8554
H: -1.6144 -3.1906 0.6566
H: -0.8080 -1.7105 -0.2111
C: 2.4150 1.8393 5.6771
C: 2.4804 3.3496 5.4776
C: 1.2559 3.5661 4.5757
O: 0.8957 2.2714 4.0979
C: 1.9945 1.3691 4.3100
H: 1.6419 1.6820 6.4342
H: 3.3663 1.4226 6.0086
H: 3.4165 3.5426 4.9466
H: 2.5637 3.9250 6.3957
H: 1.5071 4.2865 3.7929
H: 0.3963 4.0211 5.0711
H: 2.8844 1.4717 3.6797
H: 1.6000 0.3585 4.1966

---

Entry 3:
Density functional theory data (wB97M-V/def2-TZVPD) for a molecular structure, C11H32AsAuBr2O3SSi3 in a non-equilibrium geometry.

Summary:
- Relative energy (zero: lowest compared OMol25 entry of this formula, charge and spin): 2.3035 eV
- Calculated total energy: -9449.69175 Eh
- Lowest unoccupied orbital energy: -8.5 eV
- Strongest force on any atom: 2.14 eV/A
- Charge: +2
- Kohn-Sham gap: 6.782 eV

Geometry (Å):
Au: -0.7764 -0.3213 -0.9999
Br: 0.0748 -2.7291 -1.6545
C: 1.9198 -2.3351 -1.1579
Br: 2.5101 -0.6427 -1.8413
H: 2.5277 -3.1176 -1.5911
H: 1.9567 -2.3100 -0.0785
C: 0.3082 0.5877 3.4918
S: -0.2671 0.3509 1.8550
O: -0.1812 1.7856 1.2304
O: -1.6536 -0.0517 1.8550
O: 0.6403 -0.5356 1.1505
H: -0.3268 1.3219 3.9852
H: 1.3436 0.9215 3.4445
H: 0.2367 -0.3849 3.9759
C: 1.5717 3.2998 -1.2451
Si: 0.1795 4.0683 -0.3165
C: -0.7380 5.3372 -1.2780
C: 0.4479 4.5957 1.4195
As: -1.3932 1.9148 -0.3471
Si: -3.3913 2.4377 0.9807
C: -2.9692 2.6592 2.7564
C: -4.5284 1.0557 0.5122
C: -3.9160 4.0601 0.2403
Si: -2.0001 2.0145 -3.3491
C: -3.3977 0.8258 -3.3118
C: -0.4528 1.3229 -4.0347
C: -2.4003 3.7046 -3.8993
H: 2.4994 3.8373 -1.0259
H: 1.3877 3.3715 -2.3176
H: 1.7246 2.2538 -0.9694
H: -0.1540 6.2659 -1.2436
H: -1.7215 5.5587 -0.8628
H: -0.8434 5.0581 -2.3212
H: 1.4438 5.0485 1.4791
H: 0.4122 3.7738 2.1283
H: -0.2845 5.3511 1.7087
H: -2.6282 1.7304 3.2132
H: -3.8762 2.9814 3.2765
H: -2.2088 3.4321 2.8877
H: -4.0127 0.0981 0.6134
H: -4.8813 1.1771 -0.5141
H: -5.4039 1.0348 1.1668
H: -3.3661 4.8879 0.6948
H: -4.9795 4.2260 0.4395
H: -3.7765 4.1002 -0.8438
H: -3.2802 0.0633 -2.5452
H: -3.3725 0.3352 -4.2948
H: -4.3704 1.3057 -3.1890
H: -0.4998 0.2315 -4.0247
H: 0.4445 1.6319 -3.5006
H: -0.3571 1.6569 -5.0767
H: -2.9597 4.3075 -3.1829
H: -3.0417 3.5523 -4.7798
H: -1.5055 4.2434 -4.2060